This record from OMol25 describes a 2-piece molecular cluster, C5H14NO2 overall. The level of theory is ωB97M-V/def2-TZVPD.

multiplicity	2
orbital gap (alpha / beta)	10.54 / 7.20	eV
HOMO level (alpha / beta)	-9.7 / -9.6	eV
charge	0
⟨S²⟩	0.754
LUMO energy (alpha / beta)	0.879 / -2.437	eV

XYZ file:
```
22
C5H14NO2 | OMol25 | ωB97M-V/def2-TZVPD
C -1.29364 -1.78904 -1.41176
O -0.54518 -2.04427 -0.24654
C -2.52284 -0.90010 -1.19388
C -2.29556 0.53047 -1.66105
H -0.67291 -1.34765 -2.20000
H -1.55103 -2.76334 -1.80910
H -0.19059 -1.20767 0.11458
H -3.38580 -1.30687 -1.72161
H -2.75991 -0.95003 -0.13324
H -2.08620 0.52650 -2.73596
H -3.13389 1.19651 -1.44695
H -1.41195 0.95419 -1.18096
C 1.48422 0.61218 0.74404
O 0.21953 0.10112 0.78207
C 2.05662 0.85949 2.14029
N 3.23610 1.70076 1.99578
H 2.14018 -0.09011 0.19901
H 1.52829 1.53923 0.15394
H 1.30234 1.40044 2.71298
H 2.26783 -0.09240 2.62700
H 3.71489 1.84101 2.87496
H 3.89954 1.22957 1.39639
```

Results of the Löwdin charge analysis, in e, for atoms 1 through 8: number 1, C, carries -0.28; number 2, O, carries -0.09; number 3, C, carries -0.24; number 4, C, carries -0.12; number 5, H, carries 0.11; number 6, H, carries 0.11; number 7, H, carries -0.01; number 8, H, carries 0.10

=====

This record from OMol25 describes an isolated molecule of C7H11N. The level of theory is ωB97M-V/def2-TZVPD.

multiplicity	1
SMILES string	C[C@@H]1C=CC2(CC2)N1
orbital gap	9.48	eV
HOMO level	-8.3	eV
charge	0
LUMO energy	1.145	eV

XYZ file:
```
19
C7H11N | OMol25 | ωB97M-V/def2-TZVPD
C -2.64802 -0.73568 -0.11291
C -1.37928 -0.12510 0.38918
C 0.93730 0.09324 -0.13828
C 2.17222 -0.09981 0.80910
C 2.21407 -0.60227 -0.66504
C 0.25181 1.42541 -0.28260
C -1.08427 1.30600 -0.09054
H -2.72344 -1.78554 0.17505
H -3.50677 -0.06370 0.15770
H -2.55071 -0.74665 -1.17058
H -1.45147 0.12200 1.52862
H -0.20518 -1.35448 -0.86577
H 2.78650 0.74024 1.16628
H 2.16710 -0.89430 1.48224
H 2.01237 -1.70977 -0.77376
H 2.82725 -0.08158 -1.39354
H 0.74899 2.35003 -0.51452
H -1.79402 2.17162 0.02742
N -0.15622 -0.90265 0.10392
```

Results of the Löwdin charge analysis, in e, for atoms 1 through 8: number 1, C, carries -0.08; number 2, C, carries -0.43; number 3, C, carries -0.42; number 4, C, carries -0.07; number 5, C, carries -0.07; number 6, C, carries -0.03; number 7, C, carries -0.05; number 8, H, carries 0.08

=====

This record from OMol25 describes C2H2CuO2P as an isolated structure. The level of theory is ωB97M-V/def2-TZVPD.

multiplicity	2
orbital gap (alpha / beta)	6.58 / 8.38	eV
HOMO level (alpha / beta)	-12.9 / -14.3	eV
charge	+1
⟨S²⟩	0.753
LUMO energy (alpha / beta)	-6.298 / -5.947	eV

XYZ file:
```
8
C2H2CuO2P | OMol25 | ωB97M-V/def2-TZVPD
P 2.80348 0.09164 1.18445
O 1.52032 -0.14461 0.28115
O -2.94912 -0.42410 2.00507
C -2.63036 -0.51958 0.91637
C -2.12343 -0.67379 -0.33824
Cu -0.04532 -0.40019 -0.38817
H -2.51261 0.10865 -1.00793
H -2.26900 -1.70858 -0.68619
```

Atom-resolved charges from Löwdin, all expressed in e: number 1, P, carries 1.01; number 2, O, carries -0.74; number 3, O, carries 0.30; number 4, C, carries -0.16; number 5, C, carries -0.09; number 6, Cu, carries 0.48; number 7, H, carries 0.10; number 8, H, carries 0.10

=====

This record from OMol25 describes a 3-piece molecular cluster, CH6O2 overall. The level of theory is ωB97M-V/def2-TZVPD.

multiplicity	1
orbital gap	10.03	eV
HOMO level	-10.1	eV
charge	0
LUMO energy	-0.118	eV

XYZ file:
```
9
CH6O2 | OMol25 | ωB97M-V/def2-TZVPD
C 1.82504 0.31071 0.04499
H 0.29255 -1.29340 0.19540
H 3.00084 0.29799 0.01557
H 1.57603 1.10830 -0.67922
H 1.70403 0.64138 1.11829
H -3.06507 0.63354 -0.96478
H -3.89711 -0.50828 0.34768
O 1.32867 -1.00460 -0.14494
O -2.76499 -0.18564 0.06702
```

Results of the Löwdin charge analysis, in e, for atoms 1 through 8: number 1, C, carries -0.22; number 2, H, carries 0.20; number 3, H, carries 0.10; number 4, H, carries 0.06; number 5, H, carries 0.08; number 6, H, carries 0.23; number 7, H, carries 0.15; number 8, O, carries -0.22

=====

This record from OMol25 describes a 4-piece molecular cluster, C6H18IO6 overall. The level of theory is ωB97M-V/def2-TZVPD.

multiplicity	2
orbital gap (alpha / beta)	10.22 / 5.54	eV
HOMO level (alpha / beta)	-10.0 / -10.0	eV
charge	0
⟨S²⟩	0.753
LUMO energy (alpha / beta)	0.214 / -4.467	eV

XYZ file:
```
31
C6H18IO6 | OMol25 | ωB97M-V/def2-TZVPD
I 1.55566 -1.89017 0.35888
C -0.53535 1.28140 -1.28097
C -1.07412 2.00975 -2.62135
O -2.49367 2.24552 -2.35990
O -1.11495 0.00588 -1.18107
H -0.75363 1.90133 -0.41141
H 0.55016 1.34260 -1.35863
H -0.86425 1.42091 -3.51429
H -0.46105 2.90907 -2.68023
H -2.58135 3.14226 -2.69122
H -0.49830 -0.57585 -0.73058
C 3.10008 2.29427 0.36582
C 3.43874 3.66042 0.91549
O 4.46182 4.32370 0.19051
O 2.46464 1.50938 1.31589
H 4.05571 1.88964 0.03245
H 2.31578 2.24054 -0.38923
H 3.67758 3.52585 1.97046
H 2.56346 4.25891 1.16802
H 5.15006 3.70805 -0.07196
H 2.43777 0.62492 0.94357
C -3.37616 -4.20690 1.50134
C -1.86771 -3.88513 1.29793
O -1.45608 -3.74172 -0.03588
O -3.64559 -5.47214 0.79354
H -4.08047 -3.47056 1.11422
H -3.61648 -4.34530 2.55548
H -1.09827 -4.57964 1.63519
H -1.59010 -2.90577 1.68766
H -0.67902 -3.17875 -0.00696
H -3.98490 -6.04244 1.48724
```

Results of the Löwdin charge analysis, in e, for atoms 1 through 8: number 1, I, carries 0.61; number 2, C, carries -0.25; number 3, C, carries -0.18; number 4, O, carries -0.07; number 5, O, carries -0.08; number 6, H, carries 0.11; number 7, H, carries 0.08; number 8, H, carries 0.11

=====

This record from OMol25 describes C23H28LiNO2SSi as an isolated structure. The level of theory is ωB97M-V/def2-TZVPD.

multiplicity	1
orbital gap	6.57	eV
HOMO level	-6.3	eV
charge	0
LUMO energy	0.225	eV

XYZ file:
```
57
C23H28LiNO2SSi | OMol25 | ωB97M-V/def2-TZVPD
Li 0.44276 0.44264 -0.18456
C 0.30458 2.03717 2.86733
Si 1.96633 1.21182 2.54615
C 2.44106 0.26172 4.10872
C 3.25502 2.57410 2.31994
N 1.71641 0.21476 1.18569
C 2.62432 -0.59183 0.59320
C 3.99160 -0.74537 0.92724
C 4.86044 -1.57287 0.23696
C 4.43559 -2.32427 -0.84622
C 3.09944 -2.22894 -1.21950
C 2.25197 -1.39930 -0.52434
O 0.87656 -1.30417 -0.88494
C 0.51675 -1.45317 -2.20951
C -0.42538 -2.41788 -2.52714
C -0.88944 -2.50797 -3.83423
C -0.40541 -1.64834 -4.80815
C 0.55016 -0.69435 -4.47787
C 1.01557 -0.59000 -3.17770
H 0.32231 2.68170 3.74883
H -0.45835 1.27093 3.02911
H -0.01271 2.64990 2.01808
H 2.49544 0.93182 4.97075
H 3.41195 -0.22822 4.01026
H 1.70545 -0.51354 4.33260
H 3.30070 3.19380 3.21967
H 3.02561 3.22892 1.47705
H 4.25200 2.16176 2.15268
H 4.38018 -0.17799 1.76512
H 5.89369 -1.62072 0.55958
H 5.11202 -2.97033 -1.38772
H 2.70719 -2.79846 -2.05394
H -0.77877 -3.07522 -1.74370
H -1.62503 -3.25926 -4.09107
H -0.76542 -1.72604 -5.82560
H 0.93139 -0.02642 -5.23945
H 1.76002 0.14499 -2.89911
C -4.24404 7.24164 -1.83738
C -3.72565 5.84837 -1.61966
C -2.42137 5.50734 -1.96983
C -1.92834 4.23095 -1.75140
C -2.75688 3.28210 -1.17664
C -4.05359 3.59765 -0.80252
C -4.53333 4.87586 -1.03518
S -2.13511 1.63668 -0.88278
C -2.76163 0.84274 -2.36504
O -0.65088 1.72937 -1.11794
H -3.59118 7.80441 -2.50279
H -4.30328 7.78279 -0.89128
H -5.24429 7.22891 -2.27042
H -1.78006 6.25670 -2.41739
H -0.91107 3.96608 -2.00741
H -4.68650 2.85685 -0.32767
H -5.54802 5.12134 -0.74608
H -2.40785 1.37921 -3.24339
H -3.85093 0.82814 -2.33093
H -2.37304 -0.17631 -2.36462
```

Results of the Löwdin charge analysis, in e, for atoms 1 through 8: number 1, Li, carries 0.59; number 2, C, carries -0.19; number 3, Si, carries 0.36; number 4, C, carries -0.18; number 5, C, carries -0.18; number 6, N, carries -0.15; number 7, C, carries -0.35; number 8, C, carries -0.05

=====

What did we get for max |F|? Answer: 1.05, 2.57, 7.09, 7.72, 3.47, 0.76 eV/A, in the order shown.